Entry 1:
The following is a DFT calculation (ωB97M-V/def2-TZVPD) of a molecular structure, C22H16AuBrN4O2 at a distorted geometry.

XYZ file:
```
46
Properties=species:S:1:pos:R:3:forces:R:3
Au -0.16690 -0.27790 -0.13320 1.248 1.640 -0.194
Br 4.68450 3.62210 -4.11030 -0.074 -0.121 0.235
C 3.86720 2.59380 -2.75730 -0.493 0.214 0.140
C 4.56330 1.51190 -2.17320 -0.409 0.837 -0.308
C 3.93010 0.72290 -1.26530 -1.121 -0.588 0.552
C 2.54850 0.90650 -0.90540 1.148 2.477 -2.449
O 2.00180 0.02220 -0.19280 -3.041 -2.468 2.181
C 1.88720 2.09310 -1.42690 0.038 -0.943 0.647
C 0.55810 2.49300 -1.09770 1.217 -0.362 -0.415
N -0.31050 1.84490 -0.39020 0.272 -2.236 -0.470
C -1.57310 2.33420 -0.09810 -1.548 0.695 0.767
C -1.87490 3.68480 0.02060 0.357 -0.775 0.055
C -3.18320 4.10350 0.28040 -0.507 -0.104 -0.079
C -4.20520 3.19780 0.41160 0.297 0.112 -0.051
C -3.93670 1.81400 0.35340 0.351 -0.102 -0.197
C -4.93610 0.83490 0.51570 0.222 -0.268 -0.051
C -4.59930 -0.49470 0.47110 0.068 0.252 0.030
C -3.26020 -0.84010 0.27680 -0.169 -0.446 -0.010
N -2.31380 0.05670 0.10690 1.576 -0.779 0.028
C -2.60370 1.37690 0.12620 -0.097 1.190 -0.179
C 2.57810 2.89550 -2.34400 1.191 0.170 -0.669
H 5.58520 1.31270 -2.46090 0.052 -0.024 0.012
H 4.43920 -0.11330 -0.81300 0.039 -0.123 0.015
H 0.25680 3.44210 -1.54290 -0.104 0.002 0.334
H -1.09700 4.42870 -0.06600 0.090 0.030 0.007
H -3.38860 5.15830 0.36720 -0.002 0.112 -0.021
H -5.22390 3.51790 0.56670 -0.060 0.093 0.122
H -5.95970 1.13540 0.67220 -0.145 0.076 0.030
H -5.33890 -1.26870 0.58790 -0.032 -0.114 0.036
H -2.95600 -1.87560 0.25530 -0.018 -0.089 0.028
H 2.09450 3.76390 -2.76700 -0.080 0.054 -0.040
N 3.35810 -4.28150 2.00710 0.431 0.352 0.304
C 2.39950 -5.03220 1.45440 -0.141 -0.462 -0.035
O 2.36350 -6.23880 1.55040 -0.126 0.135 -0.087
C 1.29940 -4.33640 0.67960 -0.284 0.073 -0.162
C 0.40010 -5.17220 0.01380 0.119 0.227 0.087
C -0.64140 -4.60790 -0.70030 0.089 0.250 0.057
C -0.75450 -3.23000 -0.72350 -0.468 -0.315 -0.374
N 0.08880 -2.43240 -0.06660 -0.395 1.443 -0.138
C 1.10090 -2.96320 0.61790 0.529 -0.336 0.311
H 4.05930 -4.77130 2.54610 -0.031 0.117 -0.076
H 3.43650 -3.28520 1.91150 0.015 -0.097 0.006
H 0.54100 -6.24490 0.06850 0.057 0.044 0.061
H -1.35130 -5.22170 -1.23330 -0.042 0.045 -0.076
H -1.52810 -2.75050 -1.30280 -0.094 0.053 -0.048
H 1.75320 -2.25770 1.10850 0.075 0.058 0.082
```
Forces are in eV/Å.

Summary:
Charge: +2
Largest force on an atom: 4.48 eV Å⁻¹
HOMO energy (spin up / spin down): -13.6807 / -13.6811 eV
Electronic energy: -3926.5899 Ha
HOMO-LUMO gap (spin up / spin down): 4.2 / 4.2 eV

Atomic partial charges in e from the natural (NBO) method, atoms 1 to 4:
1 Au 1.351
2 Br 0.154
3 C -0.121
4 C -0.145


Entry 2:
The following is a DFT calculation (ωB97M-V/def2-TZVPD) of a molecular structure, C22H16F5N3O3STa at a distorted geometry.

XYZ file:
```
51
Properties=species:S:1:pos:R:3:forces:R:3
Ta -0.85018 -0.15208 -1.24379 0.287 -2.336 0.539
N -0.25144 -2.41527 -0.76273 -0.339 -0.589 -1.009
C 0.93086 -2.93116 -1.52003 0.631 0.695 0.816
C 1.35296 -1.88889 -2.54446 0.560 -0.020 -1.222
O 2.31407 -2.05099 -3.27900 -1.256 0.314 0.971
N 0.45751 -0.80794 -2.64871 0.691 -0.402 1.343
C 0.55392 -0.00456 -3.84067 0.145 -0.216 -1.106
C -0.82005 0.69479 -4.02420 -0.726 0.808 -0.985
O -1.24673 1.26661 -4.98985 1.005 -1.069 1.809
O -1.61464 0.54413 -2.84650 0.535 -0.272 -0.532
H -1.06219 -2.93644 -1.09591 -0.080 0.127 -0.049
H -0.25731 -2.64078 0.23076 0.280 0.035 -0.308
H 1.78236 -3.09238 -0.82759 -0.503 -0.022 -0.455
H 0.73274 -3.85891 -2.06184 -0.056 0.084 0.200
H 1.46031 0.63992 -3.86004 -0.914 0.166 0.131
H 0.72370 -0.69003 -4.69379 -0.225 0.387 0.153
F -3.53717 -2.21765 6.02917 0.175 0.010 -0.808
C -3.29170 -1.94299 4.74848 0.990 -0.009 0.048
C -2.13800 -2.46084 4.10301 -0.672 0.365 0.980
F -1.29108 -3.20877 4.81708 -0.320 0.086 -0.552
C -1.89950 -2.14725 2.78004 -0.565 0.290 -1.028
F -0.93785 -2.82123 2.11630 0.556 0.095 0.212
C -2.69958 -1.25635 2.03060 -0.406 0.182 0.298
S -2.57027 -0.80390 0.24661 -1.265 -0.453 1.400
C -3.83178 -0.75431 2.71097 0.290 -0.140 -1.015
F -4.71794 -0.03486 1.99544 0.546 -0.314 0.914
C -4.10912 -1.08702 4.04386 -1.620 0.492 -0.506
F -5.28378 -0.64633 4.56387 1.344 -0.365 -0.272
N 0.57133 -0.38885 0.81124 -2.094 -0.240 0.353
C 1.82106 0.05000 0.35660 1.927 3.411 -0.278
C 2.95456 -0.72591 0.55348 -0.821 -0.632 0.577
C 4.20037 -0.19564 0.35260 1.142 0.387 -1.634
C 4.34878 1.07963 -0.22732 0.720 -0.264 0.393
C 3.28675 1.94445 -0.37808 -1.591 -1.268 0.592
C 1.97375 1.44033 -0.10126 1.161 -1.210 0.367
C 0.81306 2.32939 -0.25460 0.042 0.910 -0.585
C 0.98750 3.75505 -0.15033 -1.390 -1.661 0.029
C -0.13051 4.57820 -0.35093 1.423 -1.071 -0.133
C -1.36654 4.00539 -0.62392 -0.978 -0.012 0.194
C -1.55617 2.62655 -0.66356 0.504 -0.380 -0.559
C -0.42500 1.75545 -0.64215 0.448 2.441 1.486
H 0.63899 -1.28816 1.33162 -0.060 1.082 -0.480
H 0.06429 0.30744 1.40636 0.823 -0.680 -0.509
H 2.81404 -1.75803 0.92167 0.261 0.599 -0.014
H 5.10840 -0.79501 0.46836 -0.470 0.103 0.101
H 5.33519 1.39490 -0.56895 -0.147 -0.025 0.440
H 3.43380 2.99520 -0.62504 -0.037 -0.490 -0.355
H 1.97149 4.13836 0.09259 -0.297 0.173 0.062
H 0.05723 5.63395 -0.31218 -0.425 0.392 -0.049
H -2.23538 4.63751 -0.81257 0.240 -0.078 0.274
H -2.56511 2.18530 -0.76074 0.531 0.579 -0.239
```
Forces are in eV/Å.

Summary:
Charge: +1
Largest force on an atom: 3.93 eV Å⁻¹
HOMO energy: -11.5363 eV
Relative energy (zero: lowest compared OMol25 entry of this formula, charge and spin): 0.0 kcal/mol
Electronic energy: -2192.2818 Ha
HOMO-LUMO gap: 6.6 eV

Atomic partial charges in e from the natural (NBO) method, atoms 1 to 4:
1 Ta 2.084
2 N -0.823
3 C -0.333
4 C 0.681


Entry 3:
The following is a DFT calculation (ωB97M-V/def2-TZVPD) of a molecular structure, C22H16N7O2PtSSe at a distorted geometry.

XYZ file:
```
50
Properties=species:S:1:pos:R:3:forces:R:3
Pt 0.07167 0.18045 -0.03867 -1.003 0.587 0.760
O -2.47136 -2.62825 -1.52560 1.082 1.023 0.260
C -1.62361 -1.76952 -1.27406 -1.160 -0.935 1.588
N -1.23135 -1.29126 -0.02656 -0.370 -0.514 -1.246
C -1.65663 -1.73327 1.25429 -0.654 -0.438 0.958
O -2.55864 -2.56445 1.48426 0.780 0.761 -0.713
C -0.94931 -1.04426 2.30659 -0.287 -0.090 -0.542
C -1.14978 -1.37019 3.65911 0.128 0.189 0.443
C -0.51449 -0.64387 4.62765 -0.267 -0.318 0.118
C 0.32101 0.44359 4.26526 0.191 0.201 -0.047
C 0.50409 0.71657 2.93980 -0.030 -0.102 0.108
N -0.09014 -0.01101 1.97574 0.274 0.039 -0.495
C -0.91918 -1.07061 -2.37033 0.783 0.919 -0.982
C -1.11992 -1.44106 -3.69512 -0.185 -0.138 0.452
C -0.50269 -0.72529 -4.69548 0.383 0.447 -0.287
C 0.29326 0.37898 -4.36643 -0.278 -0.409 -0.337
C 0.47142 0.69074 -3.04028 -0.177 -0.213 0.382
N -0.09993 -0.02783 -2.06127 -0.368 -0.520 -0.467
H -1.81409 -2.19493 3.88443 0.062 0.037 -0.016
H -0.65310 -0.89728 5.67348 0.014 0.055 -0.108
H 0.81195 1.05730 5.00929 -0.049 -0.068 -0.051
H 1.12938 1.53702 2.61350 0.012 0.009 -0.043
H -1.76919 -2.28726 -3.88861 0.058 0.081 0.031
H -0.63424 -1.01273 -5.73399 -0.002 0.072 0.120
H 0.76893 0.98449 -5.12773 -0.039 -0.082 0.048
H 1.07314 1.53203 -2.73686 0.074 0.062 0.099
Se 2.59188 3.01686 -0.30474 -0.632 1.278 -0.046
N 4.21986 2.38773 -0.26049 0.037 0.040 0.002
C 4.12694 1.09107 -0.09267 0.077 -0.660 0.086
C 5.20832 0.15170 0.02077 0.127 0.714 -0.094
C 4.87666 -1.13498 0.18212 -0.311 -0.879 0.115
C 3.48496 -1.55411 0.22000 0.591 -0.372 0.023
N 2.48110 -0.75092 0.12282 0.149 0.118 -0.018
C 2.79229 0.56544 -0.01048 0.572 -0.240 0.122
N 1.80978 1.43940 -0.07873 0.266 -0.341 -0.098
H 6.24184 0.48302 -0.01956 -0.193 0.032 -0.006
H 5.65295 -1.88405 0.28155 -0.153 -0.043 -0.003
H 3.22960 -2.60524 0.33046 0.215 0.038 0.000
S -1.66642 2.14304 0.10719 -0.102 -0.397 -0.214
C -3.05026 1.14187 -0.24358 0.013 0.118 0.158
N -3.67441 0.52890 0.78952 -0.425 -0.308 -0.176
C -4.69637 -0.35372 0.66038 0.542 0.372 0.274
C -5.18760 -0.63752 -0.57793 -0.230 -0.239 -0.119
C -4.63717 0.01622 -1.66919 0.353 0.280 -0.247
C -3.57604 0.90040 -1.50521 -0.175 -0.078 -0.332
H -3.31414 0.74017 1.70562 0.161 -0.096 0.336
H -5.06899 -0.79900 1.56664 0.057 -0.037 0.124
H -5.97825 -1.36686 -0.69258 0.054 0.096 0.034
H -5.03099 -0.17986 -2.66015 0.079 0.049 0.048
H -3.13334 1.42417 -2.34235 -0.041 -0.101 -0.004
```
Forces are in eV/Å.

Summary:
Charge: +1
Largest force on an atom: 2.18 eV Å⁻¹
HOMO energy (spin up / spin down): -7.6928 / -11.3747 eV
Relative energy (zero: lowest compared OMol25 entry of this formula, charge and spin): 14.2 kcal/mol
Multiplicity: 3
Electronic energy: -4300.4424 Ha
HOMO-LUMO gap (spin up / spin down): 3.0 / 6.7 eV

Atomic partial charges in e from the natural (NBO) method, atoms 1 to 4:
1 Pt 1.180
2 O -0.562
3 C 0.596
4 N -0.643


Entry 4:
The following is a DFT calculation (ωB97M-V/def2-TZVPD) of C22H17BrClFN4OS in the gas phase at a distorted geometry.

XYZ file:
```
48
Properties=species:S:1:pos:R:3:forces:R:3
O 0.42656 0.41422 -1.90478 0.562 0.743 1.284
F 6.38748 -2.44268 1.41016 -0.433 -0.389 -0.574
Cl -4.35570 0.44512 -3.79383 0.318 0.650 1.165
Br 6.15697 -5.51250 1.07188 -0.015 -0.069 0.064
N 1.11851 2.49374 0.38682 -1.529 0.637 -1.833
N 1.28159 -3.58897 -0.22093 -1.236 -0.015 0.481
S -0.55316 4.45038 0.01012 1.120 -0.403 0.782
C 0.00827 0.64756 -0.75418 -1.800 -4.171 -2.772
C 1.03159 3.79595 0.52887 0.254 -1.450 0.193
C 0.90590 -2.32905 -0.24174 -0.764 -0.377 -1.737
C -0.01991 2.01918 -0.28411 -0.435 0.579 2.242
C -1.11480 2.83969 -0.39784 1.759 0.320 0.229
C -4.82259 3.08224 -0.71102 -0.198 -1.209 0.224
C -5.04624 2.07220 -1.70669 -1.255 2.690 0.933
C 3.51971 -4.59385 0.34787 2.535 -0.728 0.725
C -3.55914 3.32052 -0.24319 1.109 -1.283 0.720
C -2.71197 1.73948 -1.90679 -0.911 -1.082 -1.035
C 4.28972 -1.86122 0.55074 -0.728 -2.598 -0.247
C 5.20529 -2.81841 0.86783 -0.443 -2.591 -0.056
C -4.05244 1.45558 -2.35472 2.583 -0.190 -0.254
C 4.85458 -4.20597 0.70393 -0.769 1.006 0.196
C 2.63228 -3.63069 0.07665 -1.357 5.388 -0.211
C -2.49181 2.56827 -0.81483 -0.173 0.643 -1.150
C 3.02694 -2.21506 0.17443 0.687 -2.300 -0.290
N 1.94461 -1.44094 -0.10066 -0.071 0.244 0.193
N -0.65502 -0.43706 -0.14146 1.704 1.740 -0.617
C 2.30315 4.41658 1.12337 -3.307 0.915 0.496
C -1.25169 -0.34341 1.13017 -1.551 0.356 0.811
C -0.53094 -1.80322 -0.56696 0.409 -2.116 -0.196
C -1.63634 -1.71915 1.60586 0.479 -1.964 -0.307
C -1.65636 -2.60663 0.27096 1.122 1.980 0.199
H -5.69381 3.51595 -0.21491 0.287 0.038 -0.361
H -6.04448 2.08023 -2.05699 -0.913 -0.708 -0.359
H 3.16110 -5.60666 0.35438 0.446 -0.455 -0.067
H -3.28354 3.82715 0.69841 -0.656 0.298 -0.792
H -1.89755 1.28778 -2.48831 -0.182 0.253 0.512
H 4.54577 -0.91232 0.62089 1.232 4.426 0.490
H 1.98275 -0.44582 -0.38473 -0.207 -1.192 0.403
H 2.53165 5.27569 0.53423 0.304 1.141 0.355
H 2.15040 4.50877 2.21668 0.200 0.768 -0.649
H 3.05943 3.73491 0.99362 1.629 -1.759 -0.455
H -2.19143 0.11095 0.98397 -1.254 1.355 0.015
H -0.66284 0.27794 1.76623 0.377 0.147 0.948
H -0.79289 -1.86510 -1.64369 0.691 -0.171 0.525
H -0.83562 -2.08283 2.25632 -0.144 -0.368 -0.042
H -2.58360 -1.78816 2.17697 0.546 0.330 -0.418
H -1.54613 -3.70380 0.41610 0.447 0.986 -0.172
H -2.53429 -2.42656 -0.34512 -0.471 -0.045 0.408
```
Forces are in eV/Å.

Summary:
SMILES: Cc1nc(C(=O)N2CCC[C@@H]2c2nc3cc(Br)c(F)cc3[nH]2)c(-c2cccc(Cl)c2)s1
Largest force on an atom: 5.56 eV Å⁻¹
HOMO energy: -8.2111 eV
Relative energy (zero: lowest compared OMol25 entry of this formula, charge and spin): 43.6 kcal/mol
Electronic energy: -4675.0433 Ha
HOMO-LUMO gap: 8.1 eV

Atomic partial charges in e from the natural (NBO) method, atoms 1 to 4:
1 O -0.612
2 F -0.314
3 Cl -0.001
4 Br 0.081


Entry 5:
The following is a DFT calculation (ωB97M-V/def2-TZVPD) of a molecular structure, C22H17Cl5F9N4O6Sr.

XYZ file:
```
64
Properties=species:S:1:pos:R:3:forces:R:3
Sr -0.74197 0.43982 0.65644 0.124 -0.011 0.229
O -4.63981 -0.31319 -1.38679 -0.003 0.005 0.034
C -3.50990 -0.61578 -0.74701 0.050 0.007 0.014
O -3.28561 -0.30058 0.39653 -0.120 -0.010 -0.099
C -2.54702 -1.39398 -1.61984 0.034 -0.032 0.054
O -1.41670 -1.77560 -0.87504 -0.085 0.030 -0.116
C -1.65164 -2.93269 -0.05669 -0.021 0.041 -0.028
C -0.84319 -2.91464 1.25636 -0.008 0.096 0.043
O -0.73585 -4.01490 1.80276 -0.009 0.004 -0.006
O -0.44440 -1.78517 1.64588 0.049 -0.005 -0.126
H -5.12824 0.30837 -0.82425 -0.002 -0.013 -0.013
H -2.23280 -0.72053 -2.41724 0.015 0.010 0.015
H -3.06598 -2.25168 -2.05973 0.006 -0.008 -0.003
H -1.42103 -3.83614 -0.62848 -0.002 -0.001 0.004
H -2.70582 -2.96899 0.23458 0.000 -0.034 -0.007
Cl 2.06825 1.20298 3.06558 0.005 0.001 -0.007
C 0.64593 2.07485 3.64082 0.015 0.005 0.009
C -0.51018 1.96689 2.89597 0.020 0.040 -0.021
C -1.58583 2.67133 3.39659 -0.013 0.021 0.019
Cl -3.09902 2.57775 2.49710 -0.004 0.011 -0.018
C -1.55268 3.44185 4.55530 -0.001 -0.004 -0.017
Cl -2.94463 4.30355 5.11836 0.014 -0.015 -0.006
C -0.35710 3.51383 5.26789 0.005 0.027 0.030
Cl -0.26237 4.46074 6.71201 -0.001 -0.012 -0.013
C 0.76261 2.82201 4.80955 0.002 -0.005 -0.016
Cl 2.25059 2.91214 5.68988 -0.012 0.000 -0.004
C 1.37339 -5.81574 0.30315 0.001 -0.007 0.012
C 2.10747 -4.52660 0.17634 -0.103 0.049 0.053
C 3.15376 -3.99328 0.88701 0.090 0.007 -0.050
C 3.36010 -2.70327 0.34600 -0.032 0.029 0.064
N 2.50383 -2.45432 -0.62948 -0.029 -0.098 -0.011
N 1.75317 -3.57504 -0.71431 0.049 -0.014 -0.045
C 4.34320 -1.66796 0.78143 -0.009 0.002 -0.010
H 2.00176 -6.55689 0.79496 0.001 0.003 -0.004
H 1.08968 -6.20753 -0.67629 0.003 0.000 0.004
H 0.47261 -5.66082 0.90033 -0.012 0.004 -0.008
H 3.67934 -4.45754 1.70460 0.013 -0.005 -0.014
H 0.95878 -3.58548 -1.32876 0.015 -0.007 -0.011
H 5.34507 -2.08886 0.88187 0.001 0.004 -0.002
H 4.05482 -1.25231 1.74903 0.004 -0.002 0.003
H 4.36903 -0.85124 0.06150 0.001 -0.003 0.006
N 2.84322 0.44135 -2.37924 -0.005 -0.072 0.011
C 3.54191 1.29883 -1.55960 0.024 0.028 -0.005
C 2.70986 1.56234 -0.51762 -0.081 0.092 -0.052
N 1.52186 0.88808 -0.68788 0.019 -0.183 0.103
C 1.64791 0.21131 -1.80137 -0.018 0.157 -0.041
H 3.18948 -0.01471 -3.20275 -0.002 -0.001 -0.007
H 4.53451 1.63922 -1.79363 -0.001 -0.007 0.004
H 2.87542 2.20076 0.33335 0.006 -0.022 0.012
H 0.89847 -0.43086 -2.23458 0.026 -0.016 0.026
F -4.06915 2.64988 -1.49456 -0.004 -0.002 0.002
C -3.26349 2.76331 -2.55791 -0.015 -0.030 0.030
F -3.65882 1.83099 -3.44576 0.005 0.002 -0.003
F -3.50492 3.96431 -3.11032 0.001 0.003 -0.010
C -1.76924 2.53020 -2.14949 0.036 0.073 0.032
O -1.66352 1.49886 -1.32743 -0.027 -0.130 -0.047
C -0.94767 2.29524 -3.46643 0.003 -0.025 0.032
F 0.36198 2.50841 -3.26826 -0.001 0.011 0.000
F -1.32306 3.07498 -4.49601 0.001 0.001 -0.006
F -1.07246 1.02055 -3.87604 0.000 0.013 0.001
C -1.23985 3.84295 -1.47520 -0.035 0.001 -0.029
F -0.97753 4.83095 -2.35445 0.000 0.001 0.001
F -2.13319 4.31848 -0.59700 0.006 -0.001 -0.006
F -0.11336 3.59919 -0.80174 0.014 -0.004 0.013
```
Forces are in eV/Å.

Summary:
Charge: -1
Largest force on an atom: 0.26 eV Å⁻¹
HOMO energy: -5.9990 eV
Relative energy (zero: lowest compared OMol25 entry of this formula, charge and spin): 0.0 kcal/mol
Electronic energy: -4749.7931 Ha
HOMO-LUMO gap: 8.2 eV

Atomic partial charges in e from the natural (NBO) method, atoms 1 to 4:
1 Sr 1.801
2 O -0.670
3 C 0.806
4 O -0.641